# 1
Computed, not measured: C5H8O2 in the gas phase at a distorted geometry, with the ωB97M-V functional and the def2-TZVPD basis.

XYZ file:
```
15
Properties=species:S:1:pos:R:3:lowdin_charge:R:1
C -1.512 0.910 0.432 -0.0488
C -0.776 -0.482 0.387 -0.2155
O -1.385 -1.626 -0.401 -0.0994
C 0.925 -0.469 -0.066 -0.4123
O 1.529 -1.695 -0.009 0.0155
C 1.465 0.632 -0.851 0.0090
C 1.721 0.740 0.415 0.0702
H -1.472 1.481 -0.493 0.0719
H -1.108 1.528 1.197 0.0624
H -2.520 0.743 0.673 0.0535
H -0.841 -0.812 1.402 0.1076
H -1.626 -1.206 -1.279 0.0997
H 1.632 -2.057 -0.917 0.1230
H 1.826 1.076 -1.717 0.0790
H 2.141 1.237 1.226 0.0845
```

Properties
HOMO energy, eV: -9.08
DFT total energy, Eh: -345.65269
Structure (SMILES): C[C@@H](O)C1(O)C=C1
Orbital gap, eV: 9.957
Energy above the lowest of the compared OMol25 structures with the same formula, charge and spin, kJ/mol: 399.8

---

# 2
Computed, not measured: C5H8O2 in the gas phase at a distorted geometry, with the ωB97M-V functional and the def2-TZVPD basis.

XYZ file:
```
15
Properties=species:S:1:pos:R:3:lowdin_charge:R:1
C 2.072 -0.802 -0.168 -0.0541
C 0.759 -0.141 -0.498 -0.3464
C 0.515 0.191 -1.946 -0.0589
C -0.114 0.198 0.404 0.0211
C -1.095 0.624 1.209 -0.0973
O -2.314 -0.036 1.594 -0.1309
O -3.335 0.501 2.601 -0.0045
H 2.652 -0.193 0.524 0.0824
H 2.653 -0.942 -1.076 0.0709
H 1.912 -1.775 0.292 0.0826
H 0.681 -0.694 -2.558 0.0802
H 1.202 0.971 -2.274 0.0840
H -0.501 0.542 -2.095 0.0787
H -1.013 1.608 1.660 0.1083
H -4.074 -0.053 2.332 0.0839
```

Properties
HOMO energy, eV: -8.69
DFT total energy, Eh: -345.59571
Structure (SMILES): CC(C)=C=COO
Orbital gap, eV: 9.171
Energy above the lowest of the compared OMol25 structures with the same formula, charge and spin, kJ/mol: 549.4

---

# 3
Computed, not measured: C5H8O2 in the gas phase, with the ωB97M-V functional and the def2-TZVPD basis.

XYZ file:
```
15
Properties=species:S:1:pos:R:3:lowdin_charge:R:1
O 1.683 0.925 1.597 0.1122
C 0.823 0.187 1.197 -0.3675
C 0.457 -1.273 1.466 -0.0776
C -0.203 -1.269 0.063 -0.1191
C -0.201 0.282 0.064 -0.2239
C 0.132 1.073 -1.179 -0.2332
O -1.018 1.067 -2.004 -0.0587
H 1.278 -1.965 1.668 0.1138
H -0.280 -1.343 2.274 0.1202
H -1.173 -1.758 -0.035 0.1092
H 0.480 -1.664 -0.696 0.1164
H -1.149 0.656 0.474 0.1622
H 0.418 2.095 -0.886 0.1289
H 0.993 0.617 -1.692 0.1284
H -0.832 1.600 -2.786 0.0886
```

Properties
HOMO energy, eV: -9.59
DFT total energy, Eh: -345.76139
Structure (SMILES): O=C1CC[C@@H]1CO
Orbital gap, eV: 10.422
Energy above the lowest of the compared OMol25 structures with the same formula, charge and spin, kJ/mol: 114.4

---

# 4
Computed, not measured: C5H8O2 in the gas phase, with the ωB97M-V functional and the def2-TZVPD basis.

XYZ file:
```
15
Properties=species:S:1:pos:R:3:lowdin_charge:R:1
C -1.284 0.636 -0.871 0.0743
C -0.662 0.019 0.128 -0.2761
C -1.307 -0.985 1.049 -0.0380
C 0.781 0.297 0.419 -0.5494
O 0.898 1.210 1.449 0.0774
C 1.849 0.104 -0.560 -0.0497
O 1.610 -0.841 0.495 0.0165
H -2.334 0.455 -1.089 0.0700
H -0.764 1.353 -1.502 0.0726
H -1.303 -1.981 0.595 0.0882
H -2.341 -0.713 1.275 0.0821
H -0.754 -1.055 1.988 0.0854
H 1.835 1.321 1.646 0.1107
H 1.636 -0.249 -1.568 0.1195
H 2.776 0.669 -0.451 0.1166
```

Properties
HOMO energy, eV: -9.77
DFT total energy, Eh: -345.73307
Structure (SMILES): C=C(C)[C@]1(O)CO1
Orbital gap, eV: 10.658
Energy above the lowest of the compared OMol25 structures with the same formula, charge and spin, kJ/mol: 188.7

---

# 5
Computed, not measured: C5H8O2 in the gas phase, with the ωB97M-V functional and the def2-TZVPD basis.

XYZ file:
```
15
Properties=species:S:1:pos:R:3:lowdin_charge:R:1
C -0.486 1.776 0.365 -0.0152
C -0.435 0.509 -0.463 -0.5215
O -1.484 0.419 -1.390 0.0121
C 0.905 0.033 -0.980 -0.0114
C 0.192 -0.714 0.073 -0.1354
C 0.131 -1.793 0.833 -0.1452
O 1.110 -2.741 0.984 -0.0064
H -0.449 2.650 -0.296 0.0876
H 0.346 1.831 1.072 0.0868
H -1.415 1.830 0.945 0.0823
H -2.310 0.321 -0.886 0.1091
H 1.786 0.641 -0.773 0.1104
H 0.884 -0.424 -1.967 0.1183
H -0.749 -2.039 1.423 0.1192
H 1.974 -2.299 1.059 0.1093
```

Properties
HOMO energy, eV: -9.06
DFT total energy, Eh: -345.71835
Structure (SMILES): C[C@@]1(O)C/C1=C\O
Orbital gap, eV: 9.788
Energy above the lowest of the compared OMol25 structures with the same formula, charge and spin, kJ/mol: 227.4

---

# 6
Computed, not measured: a molecular structure, C5H8O2, with the ωB97M-V functional and the def2-TZVPD basis.

XYZ file:
```
15
Properties=species:S:1:pos:R:3:lowdin_charge:R:1
O -0.175 1.785 0.604 -0.1847
C 0.556 1.326 -0.519 -0.2435
C 0.996 -0.142 -0.426 -0.1315
C -0.197 -1.091 -0.369 -0.4428
O 0.277 -2.415 -0.239 -0.0395
C -1.184 -0.716 0.676 0.0715
C -1.316 0.521 1.122 -0.0621
H -0.242 0.784 1.563 0.1724
H 1.440 1.968 -0.620 0.1210
H -0.065 1.461 -1.417 0.1252
H 1.611 -0.305 0.468 0.1313
H 1.616 -0.382 -1.295 0.1251
H -0.770 -0.975 -1.312 0.1604
H -0.438 -2.916 0.176 0.0868
H -2.109 1.094 1.588 0.1104
```

Properties
HOMO energy, eV: -8.70
DFT total energy, Eh: -345.59256
Orbital gap, eV: 8.857
Energy above the lowest of the compared OMol25 structures with the same formula, charge and spin, kJ/mol: 557.7

---

# 7
Computed, not measured: C5H8O2 in the gas phase, with the ωB97M-V functional and the def2-TZVPD basis.

XYZ file:
```
15
Properties=species:S:1:pos:R:3:lowdin_charge:R:1
O 0.165 -2.034 -0.796 -0.0190
C 0.210 -1.378 0.446 -0.3426
C -0.983 -0.402 0.652 -0.0304
C -0.085 0.629 -0.034 -0.4248
C -0.283 1.929 -0.666 -0.0609
O -0.244 0.742 -1.452 -0.0410
C 1.146 -0.137 0.437 -0.0341
H -0.021 -1.367 -1.475 0.0867
H 0.387 -2.150 1.200 0.1421
H -1.932 -0.657 0.173 0.1251
H -1.137 -0.178 1.714 0.1200
H -1.252 2.425 -0.627 0.1160
H 0.572 2.591 -0.807 0.1165
H 2.021 -0.167 -0.217 0.1257
H 1.436 0.154 1.452 0.1207
```

Properties
HOMO energy, eV: -10.02
DFT total energy, Eh: -345.71810
Structure (SMILES): O[C@H]1C[C@]2(CO2)C1
Orbital gap, eV: 10.962
Energy above the lowest of the compared OMol25 structures with the same formula, charge and spin, kJ/mol: 228.1

---

# 8
Computed, not measured: 2 unconnected molecules or ions with the total composition C5H8O2 at a distorted geometry, with the ωB97M-V functional and the def2-TZVPD basis.

XYZ file:
```
15
Properties=species:S:1:pos:R:3:lowdin_charge:R:1
C -1.480 -0.657 0.904 0.0181
C -0.864 -0.941 -0.238 -0.1332
C -0.483 0.029 -1.302 -0.2559
O -0.516 1.428 -1.056 -0.0410
C 0.772 0.812 -1.295 -0.2447
C 1.742 0.767 -0.141 -0.0410
O 1.230 1.445 0.847 -0.0037
H -1.719 -1.462 1.597 0.0650
H -1.783 0.358 1.165 0.0723
H 1.366 -0.892 1.962 0.0104
H -0.613 -1.975 -0.482 0.1129
H -0.868 -0.228 -2.292 0.1489
H 1.232 1.044 -2.256 0.1383
H 1.631 -1.550 2.011 0.0446
H 0.353 1.823 0.577 0.1088
```

Properties
HOMO energy, eV: -8.94
DFT total energy, Eh: -345.60434
Orbital gap, eV: 9.634
Energy above the lowest of the compared OMol25 structures with the same formula, charge and spin, kJ/mol: 526.7

---

# 9
Computed, not measured: C5H8O2 in the gas phase at a distorted geometry, with the ωB97M-V functional and the def2-TZVPD basis.

XYZ file:
```
15
Properties=species:S:1:pos:R:3:lowdin_charge:R:1
C 1.843 -0.240 1.262 0.0050
C 0.827 0.460 0.414 -0.3807
O 1.175 1.420 -0.245 0.0706
C -0.613 -0.057 0.304 -0.4769
O -1.076 -0.779 1.402 0.0382
C -0.766 -0.383 -1.146 -0.0295
C -1.328 0.943 -0.524 -0.0281
H 2.819 -0.013 0.824 0.0897
H 1.679 -1.314 1.342 0.0852
H 1.797 0.205 2.260 0.0969
H -1.621 -1.506 1.078 0.1071
H -1.613 -0.937 -1.536 0.1007
H 0.154 -0.696 -1.646 0.1117
H -2.406 0.939 -0.625 0.1057
H -0.914 1.946 -0.441 0.1045
```

Properties
HOMO energy, eV: -9.48
DFT total energy, Eh: -345.73095
Structure (SMILES): CC(=O)C1(O)CC1
Orbital gap, eV: 10.232
Energy above the lowest of the compared OMol25 structures with the same formula, charge and spin, kJ/mol: 194.3

---

# 10
Computed, not measured: C5H8O2 in the gas phase, with the ωB97M-V functional and the def2-TZVPD basis.

XYZ file:
```
15
Properties=species:S:1:pos:R:3:lowdin_charge:R:1
C -1.135 -0.034 1.142 -0.1720
C -0.443 -1.303 0.665 -0.1810
O -0.135 -1.278 -0.719 -0.0861
C 0.294 -0.048 -1.265 -0.2450
C 1.522 0.639 -0.726 -0.0233
C 0.141 1.219 -0.468 -0.2381
O -0.412 1.148 0.829 -0.0864
H -2.164 0.000 0.744 0.1304
H -1.197 -0.090 2.237 0.1294
H 0.458 -1.503 1.271 0.1255
H -1.144 -2.133 0.831 0.1292
H 0.102 -0.069 -2.338 0.1508
H 1.989 0.146 0.121 0.1125
H 2.235 1.134 -1.389 0.1060
H -0.113 2.173 -0.937 0.1481
```

Properties
HOMO energy, eV: -9.17
DFT total energy, Eh: -345.72221
Structure (SMILES): C1CO[C@@H]2C[C@@H]2O1
Orbital gap, eV: 10.232
Energy above the lowest of the compared OMol25 structures with the same formula, charge and spin, kJ/mol: 217.3

---

# 11
Computed, not measured: C5H8O2 in the gas phase, with the ωB97M-V functional and the def2-TZVPD basis.

XYZ file:
```
15
Properties=species:S:1:pos:R:3:lowdin_charge:R:1
C -1.215 0.679 0.387 -0.1327
O -0.924 1.093 -0.947 -0.0583
C 0.305 0.459 -1.203 -0.3504
C 0.036 -0.991 -0.833 -0.0594
C -0.305 -0.564 0.605 -0.2299
C 1.039 0.068 0.945 -0.1634
O 1.286 0.854 -0.243 -0.0650
H -2.289 0.527 0.510 0.1248
H -0.896 1.483 1.060 0.1210
H 0.628 0.730 -2.206 0.1656
H 0.952 -1.587 -0.878 0.1263
H -0.760 -1.472 -1.402 0.1272
H -0.689 -1.326 1.286 0.1458
H 0.993 0.719 1.825 0.1248
H 1.838 -0.672 1.093 0.1234
```

Properties
HOMO energy, eV: -9.90
DFT total energy, Eh: -345.76673
Structure (SMILES): C1O[C@H]2C[C@@H]1CO2
Orbital gap, eV: 10.870
Energy above the lowest of the compared OMol25 structures with the same formula, charge and spin, kJ/mol: 100.4

---

# 12
Computed, not measured: C5H8O2 in the gas phase, with the ωB97M-V functional and the def2-TZVPD basis.

XYZ file:
```
15
Properties=species:S:1:pos:R:3:lowdin_charge:R:1
C -0.321 1.517 -0.223 -0.0046
C -0.107 0.100 0.248 -0.5191
O 1.201 -0.139 0.749 0.0308
C 2.138 -0.393 -0.185 -0.3198
O 1.969 -0.404 -1.379 0.0773
C -0.824 -1.010 -0.450 -0.0676
C -1.229 -0.603 0.944 -0.0591
H 0.332 1.733 -1.074 0.0859
H -0.107 2.217 0.590 0.0901
H -1.359 1.671 -0.541 0.0931
H 3.103 -0.603 0.304 0.1467
H -1.376 -0.754 -1.352 0.1138
H -0.314 -1.972 -0.521 0.1145
H -2.124 -0.026 1.175 0.1078
H -0.975 -1.328 1.716 0.1104
```

Properties
HOMO energy, eV: -10.38
DFT total energy, Eh: -345.76889
Structure (SMILES): CC1(OC=O)CC1
Orbital gap, eV: 11.356
Energy above the lowest of the compared OMol25 structures with the same formula, charge and spin, kJ/mol: 94.7

---

Q: What is the formula in the ninth record?
A: C5H8O2